Record 1
Below is a molecular structure, C14H14Cl2N2O4 at a distorted geometry, with properties calculated with the ωB97M-V functional and the def2-TZVPD basis.

For the energy relative to the best compared isomer or geometry (same formula, charge and spin), the calculation gives 523.3 kcal/mol. The value obtained for the LUMO energy is -0.0646 hartree. The gap between HOMO and LUMO is 5.69 eV.

Structure (XYZ):
```
36
C14H14Cl2N2O4 the ωB97M-V functional and the def2-TZVPD basis
Cl 3.3668 0.3965 16.2240
C 2.3949 -0.6723 15.1166
C 3.2289 -1.6206 14.2379
Cl 2.2541 -2.6031 13.1785
H 1.9971 0.1913 14.5835
H 1.5984 -1.2144 15.6262
H 3.7399 -2.3111 14.9089
H 3.8462 -1.0128 13.5764
C 3.4002 -1.0906 17.7539
C 2.7580 -2.2409 18.1930
C 1.9468 -2.2349 19.3360
C 1.6776 -1.0670 19.9659
C 2.3492 0.1186 19.6218
C 3.2253 0.1364 18.5350
N 0.7895 -1.1249 21.1905
O 0.5627 -2.2079 21.7383
O 0.3194 -0.1121 21.6505
H 4.1059 -1.1631 16.9395
H 3.0363 -3.1343 17.6537
H 1.5059 -3.1871 19.5915
H 2.2497 1.0557 20.1493
H 3.7028 1.0045 18.1050
C -0.6505 -1.1659 22.6784
C -1.2162 -1.4580 23.9249
C -2.2513 -2.4549 23.9575
C -2.7417 -3.0467 22.8086
C -2.0779 -2.7789 21.5843
C -1.0805 -1.8362 21.5299
N -3.8502 -3.9842 22.9187
O -4.1230 -4.6354 23.9433
O -4.5853 -4.1824 21.9781
H -0.0062 -0.2994 22.7030
H -1.0329 -0.9445 24.8572
H -2.7835 -2.7616 24.8458
H -2.2566 -3.3057 20.6587
H -0.7565 -1.4693 20.5672
```

Record 2
Below is a molecular structure, C14H14ClNO2Ru at a distorted geometry, with properties calculated with the ωB97M-V functional and the def2-TZVPD basis.

The value obtained for the LUMO energy (alpha / beta) is 0.0169 / -0.0650 hartree. The gap between HOMO and LUMO (alpha / beta) is 7.61 / 7.01 eV. Its expectation value of S² is 6.03. As for the multiplicity: 5.

Structure (XYZ):
```
33
C14H14ClNO2Ru the ωB97M-V functional and the def2-TZVPD basis
C -3.7704 0.1157 -0.7626
C -3.6558 0.2228 0.6650
C -2.7883 -0.8343 1.1217
C -2.3903 -1.6075 -0.0345
C -3.0047 -1.0138 -1.1880
Ru -1.8447 0.7455 -0.4204
N -1.5058 1.2270 -2.1945
C -1.5242 2.6060 -0.7694
C -1.8789 2.3640 0.6603
H -2.5185 -1.0311 2.1389
H -4.1658 0.9431 1.2939
H -1.7771 -2.4833 -0.0242
H -2.9202 -1.3822 -2.2199
H -4.4188 0.7471 -1.4039
H -2.9088 2.7652 0.8368
H -0.4993 3.0278 -0.9090
H -0.4584 1.3023 -2.3328
H -0.9965 2.5884 1.3112
H -2.2295 3.3077 -1.2809
Cl 6.3933 -2.6675 0.6467
C 4.8885 -1.8585 0.5237
C 4.8004 -0.4974 0.8544
C 3.5666 0.1570 0.7618
C 2.4257 -0.5434 0.3406
C 2.5246 -1.8946 0.0050
C 3.7467 -2.5630 0.0945
C 1.1033 0.1835 0.2385
O 1.0439 1.4097 0.5585
O 0.1402 -0.5402 -0.2000
H 5.6857 0.0397 1.1791
H 3.4732 1.2077 1.0073
H 1.6333 -2.4290 -0.3355
H 3.8308 -3.6143 -0.1621
```